# C70H188N10O25

A cluster of 19 separate species, C70H188N10O25 in total (ωB97M-V/def2-TZVPD, the OMol25 dataset).

XYZ file:
```
293
Properties=species:S:1:pos:R:3:forces:R:3:lowdin_charge:R:1
C 2.9773 1.8347 1.1924 0.20 -0.73 1.21 -0.06
C 3.0746 0.8486 0.0189 0.20 0.45 0.42 -0.30
O 2.6715 -0.4533 0.3508 -0.99 -0.22 -0.15 -0.14
H 1.9528 1.9089 1.5771 -0.01 0.31 -0.41 0.05
H 3.4037 2.8206 0.9951 -0.24 0.00 -0.27 0.07
H 3.5252 1.4618 2.0988 -0.21 0.11 -0.96 0.06
H 4.1146 0.7690 -0.2818 0.21 0.21 -0.35 0.10
H 2.4502 1.1685 -0.8194 0.22 0.41 -0.21 0.09
H 1.6991 -0.4932 0.1155 0.38 -0.23 0.68 0.05
C 5.5200 -0.1153 -3.2970 0.10 0.44 -0.03 -0.08
C 5.0863 -0.2340 -4.7522 -0.20 -0.57 0.31 -0.32
O 3.9054 -1.0115 -4.9586 0.35 0.33 0.16 -0.12
H 5.7897 -1.0701 -2.8477 -0.66 -0.18 0.13 0.07
H 4.8247 0.4972 -2.7127 -0.19 -0.64 0.13 0.05
H 6.4493 0.4303 -3.2204 0.48 0.42 -0.34 0.06
H 5.9305 -0.6159 -5.3233 0.07 -0.31 -0.26 0.10
H 4.8683 0.7330 -5.1635 -0.10 0.68 -0.12 0.09
H 4.1680 -1.9484 -4.8536 0.10 -0.15 0.09 0.02
C -0.7547 -4.2364 -4.5916 -1.33 -0.11 -0.23 -0.06
C -1.6525 -3.5899 -3.5425 -0.98 -0.61 -0.10 -0.29
O -3.0053 -4.0894 -3.5229 -0.44 0.21 -0.50 -0.09
H -1.0668 -3.8902 -5.6019 0.17 -0.59 0.60 0.07
H -0.8124 -5.3358 -4.5190 0.12 0.39 -0.17 0.08
H 0.2513 -3.9171 -4.4479 0.93 0.18 0.17 0.04
H -1.7978 -2.5478 -3.7577 0.11 0.54 -0.15 0.08
H -1.2981 -3.6305 -2.5323 0.71 -0.23 0.39 0.08
H -3.0994 -5.0206 -3.2964 0.58 0.06 0.00 0.07
C -3.5719 -4.2189 2.7287 1.44 -0.87 -0.22 -0.04
C -2.7668 -3.8946 1.4226 -1.67 -0.69 0.19 -0.29
O -2.0554 -2.6899 1.3592 -0.15 0.49 0.26 -0.09
H -4.1555 -3.4220 3.1536 -0.40 0.43 -0.18 0.04
H -2.9040 -4.5839 3.5379 -0.14 0.38 -0.41 0.07
H -4.1981 -5.0877 2.4863 -0.18 0.33 0.08 0.08
H -3.4924 -4.0200 0.5804 0.58 0.53 0.49 0.08
H -2.0651 -4.6996 1.2970 0.57 -0.32 -0.08 0.07
H -2.7270 -1.9737 1.3844 -0.05 -0.26 -0.12 0.05
C -1.0805 -2.1512 4.8616 -1.31 -0.93 -0.47 -0.07
C -0.9396 -3.3127 5.8685 -0.38 -0.27 -1.00 -0.29
O 0.2957 -3.9905 5.7552 0.02 -0.04 0.70 -0.09
H -0.4785 -1.2819 4.9174 1.29 0.53 0.66 0.03
H -2.0806 -1.7149 4.9685 -0.11 -0.28 -0.14 0.06
H -0.9805 -2.5072 3.8090 -0.20 -0.06 0.74 0.07
H -1.7822 -4.0382 5.6492 0.62 0.66 0.22 0.10
H -1.0647 -3.0142 6.9183 0.17 0.13 -0.31 0.11
H 0.5878 -4.0389 4.8375 0.00 0.28 -0.27 0.03
C 1.1365 1.2916 5.3389 -1.03 -0.35 -0.90 -0.09
C 2.4139 1.4889 6.0165 1.81 0.96 0.62 -0.32
O 3.1431 2.4904 5.2653 -0.08 -0.29 -0.31 -0.09
H 1.3662 1.0781 4.2747 -0.50 0.02 0.51 0.08
H 0.4695 2.1625 5.4269 0.35 -0.28 -0.19 0.06
H 0.6286 0.4475 5.8089 -0.11 -0.06 -0.27 0.08
H 2.9668 0.5533 6.1525 0.17 0.01 -0.47 0.11
H 2.2743 1.8683 7.0118 -0.21 0.25 0.72 0.10
H 4.0346 2.6745 5.5862 -0.32 -0.35 0.30 0.08
C -0.4012 4.9542 6.0583 0.92 -0.82 -0.24 -0.09
C -1.6978 5.5213 5.5602 -0.14 0.45 -0.23 -0.31
O -2.1759 6.3955 6.6026 -0.33 0.02 -0.13 -0.09
H -0.5601 4.4419 7.0032 0.02 0.21 0.32 0.08
H 0.3631 5.7340 6.1486 -0.26 -0.07 0.21 0.08
H 0.0566 4.1782 5.4166 -0.44 0.48 -0.16 0.04
H -2.4369 4.7257 5.3357 0.33 0.44 0.00 0.11
H -1.4852 6.1373 4.6498 -0.45 -0.52 0.49 0.10
H -3.1069 6.2447 6.8158 0.37 -0.10 -0.33 0.08
C 1.7671 1.8683 -5.3974 0.45 -1.39 1.03 -0.05
C 2.3766 2.3059 -4.0975 0.60 -0.52 0.19 -0.29
O 1.3749 2.7629 -3.2028 -1.03 -0.07 -0.16 -0.10
H 2.4761 1.2799 -5.9823 0.20 0.46 -0.16 0.08
H 1.3373 2.6854 -5.9113 -0.54 0.68 -0.79 0.07
H 1.0441 1.1119 -5.1133 -0.71 0.04 -0.18 0.07
H 3.0687 3.1201 -4.2321 0.63 0.21 -0.21 0.12
H 2.8724 1.4465 -3.6268 0.18 0.17 -0.17 0.10
H 1.7839 3.3542 -2.5800 0.16 0.27 0.41 0.07
C -2.5296 5.7584 -3.6804 -0.12 -1.31 -0.54 -0.08
C -1.1518 5.1134 -3.8730 -0.12 -0.17 -0.30 -0.28
O -1.2044 3.7099 -4.2649 0.17 0.98 0.65 -0.11
H -2.4288 6.7963 -3.3973 0.11 0.27 0.19 0.08
H -3.1255 5.2157 -2.9327 0.35 0.18 0.00 0.05
H -3.1062 5.7186 -4.6088 0.09 0.06 -0.05 0.08
H -0.6122 5.2442 -2.9358 0.16 -0.23 0.05 0.07
H -0.5935 5.6598 -4.6411 -0.06 0.05 0.01 0.11
H -0.3301 3.3324 -4.0266 -0.47 0.20 -0.08 0.04
C 1.0510 -5.0670 2.4048 0.00 0.74 -0.98 -0.08
O 1.4456 -3.9472 3.1401 0.29 0.41 1.37 -0.23
C 2.1199 -2.8531 2.5350 -0.21 0.06 -0.46 -0.18
C 3.1525 -2.2588 3.4975 0.28 -0.51 0.34 -0.21
N 4.0988 -1.5169 2.6777 0.96 2.04 0.80 -0.04
C 4.8388 -0.4332 3.4779 0.58 -1.10 -1.30 -0.15
C 6.1179 0.1476 2.7249 -0.44 -2.29 -0.05 -0.17
O 7.1512 -0.8730 2.6491 -0.68 0.54 0.42 -0.21
C 8.2215 -0.5363 1.7850 -0.32 -0.15 1.27 -0.12
H 0.8390 -5.8942 3.0733 -0.11 0.05 0.25 0.10
H 1.8467 -5.3646 1.7270 0.12 -0.20 -0.28 0.07
H 0.1655 -4.7875 1.8226 -0.10 -0.40 -0.15 0.08
H 1.3960 -2.0998 2.1330 0.37 -0.42 0.52 0.12
H 2.7150 -3.1657 1.6665 -0.16 -0.34 -0.02 0.12
H 3.6949 -3.1076 3.9702 -0.42 0.41 -0.09 0.13
H 2.7272 -1.6419 4.3117 -0.24 -0.24 -0.26 0.11
H 3.5443 -1.0424 1.9780 0.09 0.15 -0.40 0.04
H 5.1145 -0.9588 4.3946 0.45 0.31 0.04 0.11
H 4.2329 0.4382 3.7696 -0.22 -0.24 -0.13 0.08
H 6.5449 0.9624 3.2951 -0.22 0.64 -0.01 0.11
H 5.8506 0.4172 1.6708 0.06 0.17 0.82 0.11
H 8.6938 -1.4743 1.5496 0.42 -0.20 -0.19 0.08
H 8.9517 0.1848 2.1917 -0.21 -0.25 0.24 0.09
H 7.7998 -0.0995 0.9263 -0.32 0.54 -1.59 0.05
C 1.5213 5.4298 2.7032 1.49 -0.51 1.74 -0.09
O 1.4155 6.5545 3.5323 -0.11 0.81 -0.36 -0.19
C 1.2414 7.7593 2.8228 0.14 0.43 0.01 -0.23
C 0.7544 8.7868 3.8190 -0.30 0.40 0.35 -0.21
N 0.8983 10.1097 3.2520 0.48 -0.34 -0.66 -0.09
C 0.2991 11.2297 3.9172 -1.59 -0.59 0.34 -0.22
C 0.2699 12.2889 2.8779 -1.42 1.16 -1.16 -0.27
O -0.0796 13.5609 3.3505 -0.07 1.29 0.62 -0.19
C -0.5509 14.3921 2.2930 -0.09 0.11 0.56 -0.11
H 2.5222 5.3324 2.2619 0.05 0.07 0.04 0.09
H 0.8195 5.4277 1.9275 -1.34 -0.13 -1.12 0.04
H 1.3775 4.6215 3.4252 -0.01 -0.41 -0.60 0.08
H 0.5246 7.6432 1.9917 0.13 -0.01 0.17 0.11
H 2.1888 8.1700 2.3852 -0.37 -0.59 0.19 0.13
H 1.3503 8.7023 4.7133 0.44 -0.34 0.62 0.12
H -0.2756 8.6140 4.1702 0.13 0.03 -0.49 0.12
H 1.8900 10.3406 3.2032 -0.15 -0.36 -0.27 0.12
H 0.8425 11.4943 4.8156 -0.04 0.42 0.48 0.12
H -0.7826 11.0007 4.1620 1.23 0.11 0.10 0.15
H -0.5473 12.0750 2.1836 0.20 -0.85 -0.31 0.12
H 1.1670 12.3529 2.2760 0.66 -0.13 -0.03 0.12
H -1.6142 14.2156 2.0563 0.38 -0.43 -0.15 0.09
H 0.1002 14.2816 1.4349 -0.07 -0.15 -0.51 0.08
H -0.5124 15.4455 2.5647 0.25 -0.05 0.48 0.08
C -5.3089 -1.6876 5.3400 -1.16 -0.02 -0.99 -0.08
O -5.6072 -1.1408 4.0477 -0.17 -0.49 0.73 -0.20
C -4.4645 -0.4832 3.5583 0.01 0.38 -0.38 -0.24
C -4.7673 -0.0743 2.1216 0.19 0.16 -0.10 -0.18
N -4.6975 -1.2563 1.2314 0.33 1.09 -0.60 -0.02
C -5.2108 -1.0102 -0.1336 0.47 0.13 0.18 -0.19
C -5.2070 -2.2389 -1.0223 0.97 -0.58 0.23 -0.21
O -5.7578 -3.3597 -0.3351 -0.05 -0.72 -0.54 -0.19
C -5.4437 -4.6482 -0.9203 1.50 1.42 0.25 -0.08
H -5.2312 -0.8653 6.0378 0.45 0.13 0.45 0.08
H -4.4082 -2.2870 5.2412 0.23 -0.10 0.48 0.07
H -6.1632 -2.3084 5.6470 0.34 0.10 -0.18 0.09
H -3.6387 -1.2013 3.5439 0.29 0.14 -0.01 0.09
H -4.1658 0.3536 4.2421 -0.24 -0.35 -0.71 0.14
H -4.0579 0.6778 1.7905 0.49 -0.09 -0.13 0.08
H -5.7255 0.4612 2.0691 -0.27 -0.37 0.13 0.12
H -5.1841 -2.0153 1.6665 -0.54 -0.44 0.02 0.09
H -4.5967 -0.2559 -0.6528 0.35 -0.30 0.42 0.09
H -6.1812 -0.5399 -0.1832 -0.89 0.02 0.57 0.11
H -4.1555 -2.4618 -1.2903 -0.27 -0.10 0.02 0.11
H -5.7369 -2.0144 -1.9536 -0.11 -0.13 0.02 0.12
H -4.3480 -4.7275 -1.1117 -0.54 0.22 0.04 0.07
H -5.9252 -4.8625 -1.8542 -0.63 0.22 -0.55 0.08
H -5.6684 -5.4066 -0.2080 -0.49 -0.43 0.67 0.08
C -1.4189 2.3482 3.0122 -0.22 -1.02 -0.30 -0.08
O -1.5560 0.9186 3.1313 1.66 0.35 -0.75 -0.19
C -0.5878 0.2247 2.2667 -1.41 0.87 1.39 -0.17
C -1.0009 0.2622 0.8319 -0.13 0.80 -0.25 -0.21
N -0.1284 -0.5824 0.0577 0.41 -0.46 -0.22 -0.05
C -0.5579 -0.5735 -1.3234 -0.41 0.59 -1.21 -0.16
C 0.4564 -1.2497 -2.2534 -0.67 1.69 0.26 -0.22
O 0.6684 -2.5155 -1.7736 -0.11 -1.72 0.30 -0.19
C 2.0065 -2.8800 -1.9485 0.77 -0.84 -0.34 -0.09
H -1.5588 2.6208 1.9653 -0.42 0.39 0.25 0.05
H -0.4522 2.7537 3.3174 0.29 -0.36 0.18 0.07
H -2.1669 2.7146 3.6979 -0.37 0.58 -0.12 0.08
H -0.6494 -0.7602 2.6841 0.36 -0.77 -0.20 0.08
H 0.4180 0.6258 2.3799 0.11 0.08 0.19 0.09
H -0.9616 1.2861 0.4260 -0.11 -0.30 0.20 0.10
H -2.0185 -0.1007 0.7200 -0.53 0.24 0.10 0.11
H -0.3517 -1.4960 0.4197 0.41 -0.78 0.03 0.09
H -0.6712 0.4981 -1.5821 0.04 -0.50 -0.32 0.12
H -1.5535 -1.0381 -1.4432 0.14 0.02 0.07 0.12
H 1.3746 -0.6744 -2.1550 0.34 0.26 -0.24 0.11
H 0.1609 -1.2629 -3.3184 -0.10 0.20 0.35 0.12
H 2.1681 -3.9510 -1.7376 -0.44 0.43 0.04 0.06
H 2.5877 -2.3102 -1.2373 0.63 0.24 0.03 0.08
H 2.3552 -2.7024 -2.9864 -0.08 0.08 0.38 0.10
C 3.8842 -10.9093 -2.7050 0.06 -0.48 1.11 -0.09
O 3.3350 -10.3685 -1.5159 -0.33 0.32 0.25 -0.21
C 2.4571 -11.2233 -0.7822 1.07 0.12 -0.18 -0.20
C 1.6103 -10.4519 0.1957 1.33 0.23 -0.34 -0.23
N 0.9058 -9.4176 -0.5030 0.46 0.55 -0.05 -0.04
C 0.2483 -8.5864 0.4863 0.28 -0.67 0.22 -0.23
C -0.4186 -7.4841 -0.1943 -0.77 1.14 -0.72 -0.23
O 0.5259 -6.7317 -0.9424 0.13 -0.97 0.61 -0.18
C -0.1441 -5.6954 -1.5405 -0.39 1.48 -0.99 -0.14
H 4.4782 -11.8158 -2.5205 -0.02 0.11 0.16 0.09
H 4.5274 -10.1471 -3.0893 0.38 0.38 -0.41 0.06
H 3.1260 -11.1675 -3.4188 -0.62 -0.04 -0.50 0.08
H 3.0779 -11.9481 -0.2698 0.07 -0.44 0.31 0.12
H 1.8148 -11.7411 -1.4659 -0.54 -0.38 -0.55 0.11
H 2.2075 -10.0236 1.0267 0.14 -0.24 -0.20 0.12
H 0.9367 -11.1544 0.6361 -0.69 -0.49 0.37 0.11
H 1.6289 -8.8448 -0.9895 -0.93 -0.53 0.36 0.10
H 0.9542 -8.1873 1.2187 0.27 0.12 0.23 0.12
H -0.4763 -9.1786 1.0622 0.04 0.03 -0.24 0.14
H -0.9006 -6.8005 0.5122 -0.22 -0.06 0.13 0.11
H -1.1607 -7.8436 -0.9259 -0.07 -0.12 0.36 0.13
H -0.4077 -4.8925 -0.8218 0.09 -0.22 -0.22 0.10
H -1.0884 -6.0065 -2.0499 0.48 -0.06 0.27 0.10
H 0.5177 -5.2810 -2.3080 -0.21 0.11 0.14 0.08
C -0.1676 3.7599 -0.7532 -0.66 -0.80 0.27 -0.11
O -0.8004 4.2824 0.4148 0.43 1.11 -0.42 -0.23
C -1.3205 5.5848 0.1279 -1.29 0.18 -0.31 -0.20
C -2.0784 6.2256 1.3203 1.57 -2.15 -0.15 -0.23
N -2.6446 7.4402 0.9106 -0.61 0.38 -1.14 -0.05
C -3.3454 8.1782 1.9326 -0.36 0.56 0.68 -0.19
C -4.6063 7.5751 2.5624 -0.97 -0.99 -0.44 -0.19
O -5.6735 7.5015 1.5734 -0.16 -0.05 0.93 -0.21
C -6.7804 6.6813 2.0014 0.98 -0.23 0.22 -0.10
H -0.9347 3.3404 -1.4657 0.75 0.54 0.42 0.10
H 0.4768 2.9511 -0.4098 -0.05 -0.18 -0.05 0.08
H 0.4777 4.4965 -1.2425 -0.22 0.16 0.01 0.08
H -2.1156 5.4539 -0.6498 0.53 0.17 0.13 0.11
H -0.5776 6.2833 -0.2806 0.24 -0.24 0.18 0.13
H -1.4031 6.4006 2.1575 0.01 -0.20 0.23 0.10
H -2.8132 5.4572 1.5496 -0.25 -0.24 0.73 0.10
H -3.2168 7.1770 0.1019 -0.23 0.84 0.40 0.10
H -3.4874 9.1830 1.5378 -0.52 0.07 0.07 0.12
H -2.6920 8.3207 2.8006 0.38 -0.09 -0.19 0.11
H -4.9774 8.0879 3.4875 0.43 0.08 -0.81 0.13
H -4.3683 6.5364 2.9025 -0.09 0.46 -0.25 0.11
H -7.1433 6.8769 3.0263 0.03 0.58 -0.44 0.09
H -6.4469 5.6524 2.0464 0.17 -0.44 -0.02 0.05
H -7.5806 6.6919 1.2644 0.04 0.54 0.03 0.09
C 4.1510 -7.3302 -2.7976 0.72 -0.31 0.58 -0.03
C 4.0209 -6.1296 -1.8528 -0.36 0.18 -1.69 -0.43
C 3.9106 -6.6384 -0.4706 -0.99 -0.23 1.97 -0.23
O 5.1018 -7.1669 0.0658 0.69 0.32 -0.79 -0.17
C 4.9671 -7.4723 1.4310 -0.87 0.82 -0.26 -0.10
N 4.9976 -5.0560 -2.1105 0.03 0.14 0.73 0.06
H 5.1517 -7.7941 -2.6829 -0.37 0.31 -0.38 0.10
H 3.9313 -7.0174 -3.8021 0.31 -0.03 -0.61 0.05
H 3.4366 -8.1237 -2.5250 0.12 0.46 -0.02 0.07
H 3.0625 -5.6720 -2.1658 0.09 -0.31 0.71 0.10
H 3.1540 -7.4597 -0.5138 0.16 0.63 0.40 0.11
H 3.5634 -5.8428 0.2358 -0.06 -0.34 -0.46 0.12
H 4.7127 -6.5542 2.0023 -0.07 -0.37 -0.15 0.09
H 5.9128 -7.8169 1.8020 0.33 -0.50 0.07 0.08
H 4.1481 -8.1980 1.5180 0.24 -0.13 0.49 0.08
H 4.8384 -4.2916 -1.4314 0.03 -0.52 -0.48 0.10
H 5.9388 -5.3778 -1.9145 0.07 -0.19 0.07 0.09
C -5.0044 3.3590 1.3771 -0.49 0.65 -2.15 -0.03
C -4.6902 2.8466 -0.0932 0.39 -1.39 1.85 -0.38
C -5.2428 3.7511 -1.1600 -0.54 -1.30 0.50 -0.22
O -4.6360 4.9793 -1.0203 0.49 0.68 0.64 -0.20
C -5.3417 6.0571 -1.5389 0.13 1.52 -0.78 -0.11
N -3.2667 2.5230 -0.1776 0.16 0.49 0.17 0.08
H -4.3409 2.8893 2.0615 0.49 -0.35 0.64 0.05
H -6.0421 3.1230 1.5979 -0.11 -0.17 0.22 0.08
H -4.9372 4.4497 1.4285 0.37 -0.14 0.04 0.04
H -5.1848 1.8635 -0.0771 -0.31 0.28 -0.68 0.10
H -6.3072 3.8097 -0.9710 -0.65 0.32 -0.01 0.12
H -5.1400 3.2702 -2.1365 0.34 0.29 -0.31 0.11
H -5.1207 6.0978 -2.6108 -0.16 0.35 -0.16 0.07
H -4.9746 7.0220 -1.0672 -0.57 -1.23 -0.42 0.10
H -6.4453 5.9913 -1.4667 0.45 -0.13 0.46 0.10
H -2.7620 3.3662 0.0594 0.39 -0.02 0.02 0.04
H -2.9297 2.1876 -1.0896 -0.67 0.21 0.14 0.04
C 2.9747 -4.9013 -5.4518 -0.11 1.71 0.14 -0.05
C 4.4185 -4.5253 -5.7702 0.42 -0.63 0.87 -0.43
C 4.5348 -3.9103 -7.1084 0.28 -0.24 -0.23 -0.25
O 5.9138 -3.8268 -7.4445 -0.66 0.37 -1.27 -0.18
C 5.9504 -3.6841 -8.8792 1.43 -0.48 1.21 -0.09
N 5.0907 -3.6387 -4.8022 -0.42 0.43 -0.64 0.07
H 2.2374 -4.1752 -5.8695 0.47 -0.17 0.61 0.09
H 2.9138 -4.9499 -4.3531 -0.52 -0.34 -0.45 0.06
H 2.7864 -5.8179 -5.9804 -0.32 -0.68 0.28 0.08
H 4.8696 -5.5305 -5.8209 0.66 0.34 0.00 0.14
H 4.0982 -2.9148 -7.1367 -0.23 0.29 0.08 0.13
H 3.9851 -4.5461 -7.8129 0.12 0.00 -0.21 0.13
H 5.6545 -4.6425 -9.2746 -0.28 -0.22 -0.63 0.08
H 6.9842 -3.4887 -9.1567 0.03 0.01 -0.03 0.09
H 5.3393 -2.8760 -9.2314 -0.53 0.42 -0.14 0.08
H 5.2127 -4.0420 -3.8874 -0.21 -0.47 0.34 0.03
H 6.0075 -3.3647 -5.1524 -0.24 -0.21 -0.10 0.09
C -5.1713 0.4976 -3.3605 0.33 -0.53 0.10 -0.05
C -3.6572 0.2522 -3.3791 0.33 0.33 0.00 -0.41
C -3.2208 -0.2919 -4.7265 0.18 1.16 0.00 -0.20
O -1.8136 -0.4318 -4.7502 -0.23 -0.18 -0.07 -0.22
C -1.4458 -1.0604 -5.9532 -0.11 0.00 -0.52 -0.11
N -2.9487 1.5066 -3.0697 0.00 -0.22 -0.26 0.06
H -5.3899 0.5705 -2.2969 -0.64 0.77 -0.16 0.05
H -5.7257 -0.3838 -3.6994 0.17 0.03 -0.13 0.08
H -5.4973 1.3534 -3.9975 0.35 -0.41 0.75 0.10
H -3.3558 -0.4302 -2.5471 -0.43 0.01 -0.82 0.12
H -3.4959 0.4463 -5.5349 -0.08 -0.63 0.57 0.15
H -3.6748 -1.2474 -4.9135 -0.44 -0.64 -0.23 0.12
H -1.8516 -0.5040 -6.8272 0.31 -0.20 0.37 0.10
H -1.8299 -2.0987 -6.0160 0.11 0.48 0.10 0.08
H -0.3622 -1.0673 -5.9812 0.18 -0.08 -0.17 0.09
H -3.3499 2.2432 -3.6327 -0.09 0.36 -0.09 0.07
H -2.0037 1.4327 -3.4408 0.04 0.00 0.21 0.06
```
Forces are in eV/Å.

Its total charge is 0. Its HOMO energy is -8.398 eV. As for the molecular weight: 1570.32 g mol⁻¹.